The following is a quantum chemistry calculation of a structure of composition C3H3MnO2 at a distorted geometry, from the Open Molecules 2025 dataset.

The HOMO energy (spin up / spin down) is -7.47 / -7.97 eV. The calculation puts the energy relative to the best compared isomer or geometry (same formula, charge and spin) at 25.8 kcal per mole. As for the spin multiplicity: 7. The calculation puts the LUMO energy (spin up / spin down) at 0.0056 / -0.0201 Ha. The HOMO-LUMO gap (spin up / spin down) comes out at 7.62 / 7.42 eV.

CARTESIAN COORDINATES (ANGSTROEM)
O -0.57 0.87 -0.31
Mn -2.20 0.14 -0.76
O 1.50 -1.84 -0.05
C 1.10 -0.72 0.05
C 0.21 0.20 0.51
C 1.40 1.02 1.30
H 1.85 1.77 0.64
H 2.16 0.47 1.87
H 0.85 1.58 2.07